{
  "formula": "C8H13NOS2",
  "method": "the ωB97M-V functional and the def2-TZVPD basis",
  "elements": ["C", "C", "C", "C", "C", "C", "C", "C", "N", "O", "S", "S", "H", "H", "H", "H", "H", "H", "H", "H", "H", "H", "H", "H", "H"],
  "xyz": [[-1.5536, -0.9013, -0.1401], [-0.8046, -0.2599, -1.1689], [-2.4190, 0.0668, 0.3395], [-1.3752, -2.3114, 0.2455], [0.2078, -1.0050, -2.0294], [-0.4690, 0.5894, 2.7421], [2.4422, 2.2844, -0.8725], [1.6051, 0.4076, 1.0107], [-1.0503, 1.0266, -1.1794], [-2.0805, 1.2627, -0.2796], [0.4686, 1.4360, 1.6562], [2.9376, 0.7629, -0.0409], [-0.3097, -2.4479, 0.1860], [-1.8808, -2.4411, 1.1748], [-1.8966, -2.8560, -0.5693], [-0.2242, -1.4733, -2.8454], [1.0925, -0.3302, -2.2942], [0.6719, -1.8408, -1.5199], [-0.2300, -0.4567, 3.0741], [-3.2386, 0.0613, 1.0263], [-0.9185, 1.2757, 3.3571], [1.6371, 2.0487, -1.4472], [3.3643, 2.4547, -1.5776], [2.2836, 3.1707, -0.2938], [1.7402, -0.5238, 1.4457]],
  "forces_ev_per_a": [[-1.65, 1.64, 0.28], [0.36, -0.07, 0.77], [2.45, 0.09, -1.91], [-1.11, 0.62, -1.77], [1.91, 2.39, 1.61], [1.73, -1.78, -1.16], [4.16, -0.05, -0.57], [-0.38, 1.90, -0.23], [-0.20, -0.21, -0.74], [-0.35, -1.41, 0.45], [0.75, -1.17, -0.02], [-0.14, 0.46, 0.12], [0.28, -0.89, 0.60], [0.16, -0.72, 0.79], [0.51, -0.48, 0.69], [-1.00, -0.36, -1.99], [-1.43, -0.84, -0.02], [0.00, 0.01, 0.67], [-0.26, 1.31, -0.45], [-0.05, 0.20, 0.26], [-1.45, 1.18, 1.52], [-2.45, -0.33, -1.68], [-1.79, -0.07, 1.22], [0.01, 0.26, 0.67], [-0.05, -1.69, 0.87]],
  "total_charge": 0,
  "mol_weight_g_mol": 203.33,
  "e_homo_ha": [-0.254, -0.247],
  "relative_energy_kj_mol": 465.2,
  "lumo_ev": [0.3, 0.3],
  "gap_ev": [7.238, 7.039]
}